13
Properties=species:S:1:pos:R:3 method="wB97M-V/def2-TZVPD" lumo_ev=0.96 e_homo_ev=-6.8 e_tot_ha=-249.31046 orbital_gap_ha=0.2835 total_charge=0
C 2.544 -0.673 0.734
C 1.550 -0.019 0.560
C 0.368 0.822 0.366
N -0.758 0.083 -0.250
C -0.700 -0.042 -1.572
C -1.679 -0.377 0.594
H 3.421 -1.266 0.878
H 0.019 1.232 1.317
H 0.605 1.662 -0.292
H -1.443 -0.651 -2.067
H 0.094 0.453 -2.109
H -1.509 -0.291 1.655
H -2.512 -0.933 0.186